(1)
The following is a quantum chemistry calculation of one molecule with the formula C3H6O3, from the OMol25 dataset.

HOMO-LUMO gap = 10.7 eV
M = 90.078 g/mol
Energy relative to the best compared isomer or geometry (same formula, charge and spin) = 207.8 kJ/mol
Charge = 0
LUMO = 0.258 eV
SMILES = O=C(O)CCO

Each line ends with the Löwdin charge.
Cartesian coordinates (Å):
O1 1.812 -0.767 -0.187  0.062
C1 1.120 -0.031 0.552  -0.384
O2 1.511 1.271 0.826  0.027
C2 -0.448 0.121 0.483  -0.129
C3 -1.095 -0.285 -0.740  -0.306
O3 -2.500 -0.542 -0.637  -0.085
H1 2.275 1.494 0.210  0.150
H2 -0.821 -0.399 1.366  0.117
H3 -0.826 1.229 0.724  0.170
H4 -1.051 0.628 -1.338  0.121
H5 -0.628 -1.169 -1.285  0.147
H6 -2.985 -0.308 -1.469  0.109

---

(2)
The following is a quantum chemistry calculation of an isolated ion of composition C7H13N2O2 and charge +1, from the OMol25 dataset.

HOMO-LUMO gap (spin up / spin down) = 7.5 / 7.5 eV
M = 157.193 g/mol
Energy relative to the best compared isomer or geometry (same formula, charge and spin) = 536.9 kJ/mol
Charge = +1
LUMO (spin up / spin down) = -3.671 / -3.671 eV

Each line ends with the Löwdin charge.
Cartesian coordinates (Å):
C1 -0.416 -1.933 -0.642  -0.149
C2 0.046 0.472 0.450  -0.145
C3 -1.310 0.092 1.136  -0.161
C4 1.459 -0.122 0.866  -0.241
C5 1.388 -1.645 0.995  0.046
C6 -2.400 -0.668 0.303  -0.196
C7 2.548 0.293 -0.101  -0.218
N1 0.433 -2.154 0.318  0.168
N2 -3.154 0.128 -0.742  0.176
O1 -1.607 -1.465 -0.708  -0.022
O2 2.223 -0.170 -1.405  -0.048
H1 -0.038 -2.397 -1.536  0.170
H2 -0.213 0.668 -0.552  0.090
H3 0.340 1.542 0.913  0.164
H4 -1.246 -0.569 1.998  0.102
H5 -1.763 1.085 1.425  0.123
H6 1.568 0.265 1.890  0.156
H7 1.961 -2.420 1.454  0.144
H8 3.410 -0.206 0.313  0.126
H9 2.716 1.349 -0.215  0.130
H10 -2.472 0.140 -1.431  0.106
H11 -3.493 1.046 -0.398  0.178
H12 -4.049 -0.308 -1.088  0.186
H13 3.105 -0.244 -1.812  0.113

---

(3)
The following is a quantum chemistry calculation of one molecule with the formula C2H2O2S2, from the OMol25 dataset.

HOMO-LUMO gap = 7.4 eV
M = 122.170 g/mol
Energy relative to the best compared isomer or geometry (same formula, charge and spin) = 64.7 kJ/mol
Charge = 0
LUMO = -1.743 eV
SMILES = OC(=S)C(O)=S

Each line ends with the Löwdin charge.
Cartesian coordinates (Å):
O1 0.306 -1.708 0.155  -0.006
C1 0.565 -0.426 -0.014  -0.897
S1 2.062 0.191 -0.103  0.820
C2 -0.606 0.466 0.069  -0.819
O2 -0.381 1.805 0.126  -0.007
S2 -2.114 -0.235 -0.095  0.788
H1 1.126 -2.185 0.263  0.104
H2 0.546 1.870 0.325  0.017

---

(4)
The following is a quantum chemistry calculation of a 14-piece molecular cluster, C21H69IN27O15S overall, from the OMol25 dataset.

HOMO-LUMO gap = 7.1 eV
M = 1098.928 g/mol
Energy relative to the best compared isomer or geometry (same formula, charge and spin) = 0.0 kJ/mol
Charge = +1
LUMO = -3.616 eV

Each line ends with the Löwdin charge.
Cartesian coordinates (Å):
C1 0.260 -2.392 -1.497  -0.047
C2 0.503 -2.201 -0.011  -0.376
C3 0.625 -3.576 0.596  -0.048
C4 -0.657 -1.361 0.504  -0.314
C5 -0.171 0.058 0.717  -0.012
C6 -1.220 -1.756 1.813  -0.158
O1 -2.047 -3.001 1.827  -0.332
S1 -3.517 -2.740 2.175  1.058
N1 -4.147 -4.262 2.177  -0.186
C7 -4.233 -1.763 0.833  -0.260
C8 -4.095 -2.325 -0.577  -0.855
O2 -3.725 -1.642 -1.442  0.061
I1 -4.607 -4.352 -1.025  1.056
H1 1.100 -2.796 -2.011  0.070
H2 -0.024 -1.465 -1.938  0.081
H3 -0.590 -3.039 -1.578  0.076
H4 1.446 -1.714 0.096  0.114
H5 -0.230 -4.151 0.308  0.072
H6 1.463 -4.107 0.215  0.081
H7 0.670 -3.572 1.658  0.075
H8 -1.400 -1.370 -0.259  0.110
H9 0.773 0.215 0.286  0.054
H10 -0.067 0.272 1.764  0.074
H11 -0.806 0.789 0.280  0.079
H12 -1.833 -0.951 2.165  0.108
H13 -0.461 -1.849 2.547  0.096
H14 -5.042 -4.268 1.703  0.010
H15 -3.507 -4.859 1.666  0.037
H16 -5.244 -1.527 1.066  0.112
H17 -3.705 -0.840 0.842  0.098
C9 0.765 2.320 -2.415  -0.659
O3 1.076 1.412 -1.646  -0.009
N2 1.662 2.931 -3.229  0.172
N3 -0.513 2.801 -2.492  0.174
H18 1.433 3.692 -3.851  0.072
H19 2.615 2.618 -3.185  0.114
H20 -1.199 2.385 -1.897  0.090
H21 -0.784 3.552 -3.099  0.086
C10 -4.204 -3.328 -5.951  -0.683
O4 -4.283 -3.822 -7.057  0.040
N4 -3.790 -2.047 -5.731  0.155
N5 -4.520 -4.038 -4.811  0.133
H22 -3.716 -1.638 -4.820  0.084
H23 -3.530 -1.499 -6.535  0.109
H24 -4.822 -4.985 -4.931  0.097
H25 -4.448 -3.658 -3.889  -0.007
C11 -3.396 -4.386 6.857  -0.698
O5 -3.181 -4.026 7.995  0.041
N6 -3.825 -3.514 5.881  0.145
N7 -3.231 -5.685 6.455  0.160
H26 -4.006 -3.791 4.936  0.051
H27 -3.960 -2.556 6.149  0.115
H28 -2.916 -6.338 7.149  0.107
H29 -3.409 -6.012 5.524  0.094
C12 0.245 -2.085 5.715  -0.642
O6 0.345 -1.567 4.595  -0.025
N8 1.213 -1.978 6.640  0.182
N9 -0.864 -2.798 6.082  0.170
H30 1.152 -2.385 7.553  0.108
H31 2.044 -1.468 6.400  0.092
H32 -1.602 -2.888 5.414  0.060
H33 -0.976 -3.222 6.985  0.088
C13 4.657 -1.417 -2.551  -0.682
O7 5.101 -0.438 -3.114  0.031
N10 3.634 -1.341 -1.640  0.161
N11 5.140 -2.682 -2.784  0.145
H34 3.254 -2.139 -1.169  0.070
H35 3.253 -0.430 -1.446  0.093
H36 5.888 -2.771 -3.444  0.100
H37 4.790 -3.503 -2.330  0.086
C14 4.621 -3.278 7.597  -0.664
O8 3.904 -2.445 7.067  0.011
N12 4.643 -4.585 7.191  0.152
N13 5.455 -2.971 8.634  0.157
H38 5.224 -5.286 7.610  0.094
H39 4.044 -4.838 6.430  0.100
H40 5.460 -2.020 8.952  0.107
H41 6.052 -3.638 9.084  0.096
C15 3.622 5.967 -4.571  -0.662
O9 2.541 5.401 -4.734  -0.015
N14 4.748 5.560 -5.211  0.170
N15 3.730 7.033 -3.732  0.162
H42 5.641 5.998 -5.096  0.097
H43 4.664 4.776 -5.838  0.067
H44 2.882 7.322 -3.274  0.068
H45 4.582 7.529 -3.555  0.095
C16 -1.192 6.483 -2.191  -0.694
O10 -0.545 6.050 -1.258  0.025
N16 -2.437 7.053 -2.016  0.140
N17 -0.755 6.444 -3.484  0.160
H46 -2.994 7.413 -2.767  0.083
H47 -2.790 7.102 -1.080  0.095
H48 0.156 6.053 -3.656  0.081
H49 -1.282 6.800 -4.258  0.095
C17 -0.549 2.398 5.539  -0.683
O11 -0.460 2.232 6.739  0.030
N18 -0.193 1.429 4.636  0.157
N19 -1.016 3.569 4.992  0.143
H50 -0.261 1.545 3.645  0.070
H51 0.156 0.558 5.002  0.063
H52 -1.281 4.297 5.628  0.099
H53 -1.092 3.731 4.007  0.087
C18 -5.887 -7.166 10.109  -0.683
O12 -6.512 -8.049 10.656  0.037
N20 -5.485 -6.026 10.753  0.152
N21 -5.526 -7.235 8.781  0.143
H54 -4.965 -5.291 10.311  0.085
H55 -5.728 -5.940 11.721  0.103
H56 -5.800 -8.053 8.274  0.097
H57 -5.011 -6.514 8.312  0.054
C19 0.920 9.633 -4.091  -0.660
O13 1.241 8.711 -3.366  0.020
N22 1.824 10.330 -4.846  0.159
N23 -0.384 10.045 -4.205  0.154
H58 1.576 11.091 -5.448  0.094
H59 2.783 10.047 -4.785  0.099
H60 -1.064 9.558 -3.655  0.086
H61 -0.678 10.802 -4.792  0.093
C20 5.002 2.893 -8.404  -0.666
O14 4.883 3.992 -7.890  0.016
N24 6.109 2.540 -9.127  0.151
N25 4.035 1.931 -8.298  0.159
H62 6.227 1.644 -9.559  0.092
H63 6.832 3.226 -9.222  0.102
H64 3.210 2.164 -7.777  0.098
H65 4.109 1.023 -8.713  0.091
C21 0.491 0.408 -6.652  -0.695
O15 -0.246 1.312 -7.009  0.016
N26 0.516 -0.808 -7.281  0.145
N27 1.344 0.550 -5.592  0.164
H66 1.113 -1.563 -7.004  0.087
H67 -0.108 -0.936 -8.057  0.101
H68 1.333 1.435 -5.118  0.069
H69 1.965 -0.167 -5.268  0.094

---

(5)
The following is a quantum chemistry calculation of one molecule with the formula C2H6N4O2, from the OMol25 dataset.

HOMO-LUMO gap = 8.9 eV
M = 118.096 g/mol
Energy relative to the best compared isomer or geometry (same formula, charge and spin) = 756.4 kJ/mol
Charge = 0
LUMO = -0.001 eV
SMILES = [H]/N=C(/N)O/N=C\NO

Each line ends with the Löwdin charge.
Cartesian coordinates (Å):
H1 -0.249 0.788 2.736  0.091
N1 -0.379 1.619 1.952  0.056
C1 -0.759 1.120 0.770  -0.596
N2 -0.754 2.287 -0.127  -0.008
O1 -0.787 0.016 0.067  -0.058
N3 0.319 -0.713 0.814  0.128
C2 0.845 -1.608 -0.012  -0.257
N4 0.763 -1.643 -1.357  -0.065
O2 -0.691 -1.794 -1.566  -0.134
H2 -0.714 3.247 0.430  0.114
H3 0.219 2.327 -0.698  0.125
H4 1.529 -2.193 0.660  0.139
H5 1.402 -2.666 -1.480  0.218
H6 -0.744 -0.786 -2.190  0.249

---

(6)
The following is a quantum chemistry calculation of one molecule with the formula C4H8Cl2N4, from the OMol25 dataset.

HOMO-LUMO gap (spin up / spin down) = 4.1 / 5.9 eV
M = 183.042 g/mol
Charge = 0
LUMO (spin up / spin down) = 0.475 / -2.329 eV
Multiplicity = 3

Each line ends with the Mulliken spin population.
Cartesian coordinates (Å):
C1 -1.019 -1.102 -0.333  0.219
C2 -1.959 -0.236 0.045  0.274
C3 -1.722 1.235 0.100  0.052
C4 2.030 -0.972 0.810  0.023
N1 0.358 0.833 -0.936  0.280
N2 0.201 -0.578 -0.763  0.250
N3 -0.326 1.406 0.165  0.235
N4 1.414 -1.246 -0.499  0.022
Cl1 -3.587 -0.771 0.314  0.066
Cl2 0.010 3.074 0.252  0.441
H1 -1.015 -2.142 -0.308  0.086
H2 -2.314 1.782 -0.826  0.035
H3 -2.271 1.628 0.993  0.010
H4 1.371 -1.440 1.526  0.008
H5 2.992 -1.464 0.756  -0.001
H6 2.359 0.050 0.990  -0.001
H7 1.379 0.980 -0.924  -0.001
H8 2.100 -1.037 -1.360  0.002

---

(7)
The following is a quantum chemistry calculation of H14O7V as an isolated structure, from the OMol25 dataset.

HOMO-LUMO gap (spin up / spin down) = 5.3 / 6.5 eV
M = 177.049 g/mol
Energy relative to the best compared isomer or geometry (same formula, charge and spin) = 213.7 kJ/mol
Charge = +3
LUMO (spin up / spin down) = -15.780 / -14.632 eV
Multiplicity = 3

Each line ends with the Mulliken spin population.
Cartesian coordinates (Å):
V1 0.032 -0.223 0.384  2.030
O1 -0.767 1.795 -0.001  -0.004
H1 -0.314 2.497 0.405  0.002
H2 -1.732 1.990 0.043  0.002
O2 1.227 0.388 1.937  0.000
H3 1.035 0.585 2.827  0.000
H4 2.181 0.605 1.819  0.002
O3 -0.377 1.195 -3.073  -0.001
H5 -0.224 0.961 -2.169  -0.003
H6 0.404 1.701 -3.327  0.000
O4 -1.430 -0.789 1.812  -0.017
H7 -1.124 -1.246 2.629  0.001
H8 -1.860 -0.020 2.181  0.002
O5 1.346 0.302 -1.088  -0.015
H9 1.929 -0.267 -1.598  0.004
H10 1.813 1.136 -1.093  0.003
O6 0.664 -2.239 0.601  0.005
H11 1.120 -2.614 1.350  0.001
H12 0.942 -2.765 -0.144  0.002
O7 -1.390 -0.767 -0.999  -0.023
H13 -1.148 -1.633 -1.361  0.004
H14 -2.328 -0.591 -1.137  0.002

---

(8)
The following is a quantum chemistry calculation of a 2-piece molecular cluster, C6H9F2NO overall, from the OMol25 dataset.

HOMO-LUMO gap = 8.7 eV
M = 149.140 g/mol
Energy relative to the best compared isomer or geometry (same formula, charge and spin) = 336.8 kJ/mol
Charge = 0
LUMO = 0.604 eV
SMILES = CC(O)=C=N.CC=C(F)F

Each line ends with the Löwdin charge.
Cartesian coordinates (Å):
C1 1.952 -1.158 0.683  -0.001
C2 1.479 0.160 0.155  -0.425
O1 1.384 0.191 -1.201  -0.008
C3 1.050 1.111 0.927  -0.086
N1 0.882 2.164 1.637  0.148
H1 1.465 -1.448 1.531  0.048
H2 1.621 -1.890 -0.129  0.115
H3 3.003 -1.082 0.873  0.082
H4 0.791 0.830 -1.639  0.108
H5 0.042 2.304 2.083  0.005
C4 -2.092 0.891 -0.696  -0.054
C5 -1.102 -0.266 -0.910  -0.135
C6 -1.024 -1.242 -0.088  -0.418
F1 -0.605 -2.508 -0.428  0.081
F2 -1.325 -1.140 1.178  0.148
H6 -2.469 0.985 0.359  0.091
H7 -2.899 0.621 -1.388  0.074
H8 -1.554 1.845 -1.072  0.097
H9 -0.598 -0.367 -1.876  0.128